# 1
C10H28FeOSe2Si3Te2 | the ωB97M-V functional and the def2-TZVPD basis

Summary:
Expectation value of S²: 6.011
HOMO (spin up / spin down) in Eh: -0.0313 / -0.0370
Spin multiplicity: 5
LUMO (spin up / spin down) in eV: 4.4 / 4.4
HOMO-LUMO gap (spin up / spin down) in Ha: 0.192 / 0.197
F_max in eV/A: 0.7
Charge: -2
Energy relative to the best compared isomer or geometry (same formula, charge and spin) in eV: 0.151

XYZ file:
```
47
Properties=species:S:1:pos:R:3:forces:R:3
Fe 0.536096 -0.318660 -0.489256 0.01 0.18 0.07
Se -1.616591 -0.762550 1.384168 0.51 -0.30 -0.45
Te -0.825859 -3.085871 0.715035 -0.34 0.27 0.07
Te 1.687592 -3.027733 1.611836 0.55 -0.07 0.17
Se 2.955934 -1.400920 0.131382 -0.57 -0.08 0.14
C -0.281664 -2.439558 -4.652121 0.04 -0.02 -0.06
Si 0.967244 -2.170712 -3.253628 -0.17 0.03 0.18
C 1.419994 -3.870065 -2.594646 0.07 -0.02 -0.03
C 2.514058 -1.439161 -4.036917 0.02 0.02 -0.06
O 0.321144 -1.190306 -2.169098 -0.12 0.08 -0.07
H 0.083143 -3.155770 -5.396621 -0.01 0.01 -0.01
H -0.491360 -1.493428 -5.158994 -0.02 0.00 -0.01
H -1.223347 -2.817004 -4.244691 0.01 0.00 0.01
H 1.832585 -4.493908 -3.396116 0.00 -0.03 0.02
H 0.545195 -4.371733 -2.175014 -0.02 -0.01 0.00
H 2.166158 -3.775073 -1.800576 -0.03 0.00 -0.02
H 2.904761 -2.085375 -4.830490 0.04 0.03 0.00
H 3.282214 -1.313329 -3.270557 0.02 -0.02 0.01
H 2.293011 -0.455735 -4.462050 0.02 -0.02 -0.01
C -0.315003 4.439108 -1.834186 -0.01 0.02 -0.03
Si -0.273115 2.533147 -1.762624 -0.07 0.04 -0.02
C -2.074103 2.020381 -1.569614 -0.03 0.02 -0.01
C 0.282639 2.015167 -3.487248 0.04 -0.01 0.01
C 0.819140 1.830123 -0.484686 0.03 -0.09 0.05
Si 0.824809 2.551777 1.197181 0.03 0.08 -0.06
C -0.901767 3.021399 1.802498 -0.06 -0.03 -0.03
C 1.821945 4.174127 1.264949 0.04 0.02 -0.02
C 1.608101 1.457627 2.503073 0.02 -0.06 0.03
H -0.966414 4.775877 -2.648347 -0.01 0.03 0.01
H 0.686391 4.842413 -2.013449 0.00 0.00 0.01
H -0.685168 4.872066 -0.900517 0.00 0.00 -0.01
H -2.661563 2.350714 -2.433170 -0.01 0.02 0.01
H -2.507218 2.464050 -0.669391 -0.03 -0.03 0.01
H -2.170912 0.936320 -1.477186 0.01 0.00 0.00
H -0.345076 2.451977 -4.270652 -0.01 0.01 0.02
H 0.240714 0.926250 -3.559607 0.03 -0.01 -0.02
H 1.316109 2.333112 -3.658817 0.00 -0.04 -0.03
H 1.849206 1.878378 -0.871778 0.04 -0.02 0.05
H -1.340703 3.817173 1.192908 0.00 -0.02 -0.01
H -0.864918 3.372998 2.838051 0.02 -0.01 0.01
H -1.564039 2.153375 1.760621 -0.02 0.01 0.02
H 1.409744 4.928151 0.588531 -0.01 -0.01 0.00
H 2.855836 3.983534 0.960179 0.00 0.02 0.01
H 1.841865 4.594188 2.276358 0.00 0.00 0.01
H 1.028710 0.539347 2.630022 0.00 0.00 0.02
H 1.666341 1.972400 3.468699 0.00 0.00 0.00
H 2.614110 1.157357 2.198870 -0.01 0.00 0.01
```
Forces are in eV/Å.

=====

# 2
C12H46N4O11 | the ωB97M-V functional and the def2-TZVPD basis

Summary:
HOMO in Eh: -0.3271
LUMO in eV: 0.2
HOMO-LUMO gap in Ha: 0.333
F_max in eV/A: 8.2
Charge: 0
Energy relative to the best compared isomer or geometry (same formula, charge and spin) in eV: 0.000
Structure (SMILES): NC(N)=O.NC(N)=O.CCO.CO.CO.CO.CO.CO.CO.CO.CO

XYZ file:
```
73
Properties=species:S:1:pos:R:3:forces:R:3
N 2.808534 0.193315 0.901342 -1.99 -1.26 -4.30
C 2.912534 0.629315 2.104342 -6.85 2.20 3.93
N 4.065534 1.044315 2.501342 5.32 1.07 -0.21
O 1.743534 0.825315 2.802342 5.16 -1.05 -1.99
H 1.817534 0.183315 0.605342 0.52 -0.39 0.28
H 3.465534 0.256315 0.127342 0.44 -0.09 0.62
H 4.260534 1.345315 3.436342 -0.42 0.06 0.15
H 4.899534 1.129315 1.816342 -2.20 -0.46 1.72
N -4.522466 -2.544685 1.201342 -4.29 1.38 4.55
C -3.434466 -2.343685 0.553342 4.09 5.50 1.70
N -3.182466 -3.274685 -0.287658 1.20 -3.07 -3.05
O -2.636466 -1.269685 0.779342 -2.91 -4.04 -1.25
H -4.764466 -1.932685 2.018342 0.65 -0.77 -1.36
H -4.940466 -3.456685 1.251342 0.00 0.01 -0.15
H -2.288466 -3.146685 -0.779658 -0.32 -0.79 -0.10
H -3.799466 -4.123685 -0.368658 1.35 1.62 -0.05
C 0.465534 1.556315 -1.536658 -0.29 -0.08 -0.76
C -0.207466 1.660315 -0.213658 -1.09 1.67 0.51
O -0.185466 0.504315 0.563342 1.03 -1.08 -0.15
H 0.524534 2.512315 -2.063658 0.41 0.10 0.49
H -0.122466 0.955315 -2.229658 0.01 -0.27 0.21
H 1.426534 1.086315 -1.425658 0.68 0.02 -0.26
H -1.251466 1.757315 -0.363658 -1.27 0.98 -0.80
H 0.062534 2.575315 0.374342 0.44 -0.62 -0.40
H -0.947466 0.637315 1.139342 0.12 -0.59 0.61
C 3.354534 -1.233685 -1.868658 -0.17 -1.32 -1.39
O 4.416534 -0.350685 -1.683658 1.14 1.46 -0.14
H 3.704534 -2.001685 -2.582658 -0.43 -0.15 0.29
H 2.571534 -0.685685 -2.369658 -0.85 -0.16 0.11
H 3.024534 -1.746685 -0.951658 0.29 0.58 -0.18
H 4.538534 0.133315 -2.539658 -0.11 -0.60 1.28
C 3.795534 3.066315 -1.056658 -1.36 -4.41 1.53
O 2.757534 3.280315 -0.123658 -0.97 0.50 0.23
H 3.854534 3.690315 -1.872658 -0.28 1.90 -1.42
H 3.602534 2.007315 -1.446658 0.72 1.30 -0.03
H 4.672534 3.030315 -0.472658 1.71 0.14 0.10
H 2.547534 2.424315 0.300342 0.16 0.78 -0.34
C 0.610534 0.474315 -5.297658 0.59 -0.98 -3.39
O 1.837534 0.244315 -4.685658 0.29 0.07 1.49
H 0.755534 1.229315 -6.055658 -0.25 0.82 -0.19
H -0.213466 0.733315 -4.721658 -1.05 0.29 1.68
H 0.385534 -0.410685 -5.932658 -0.54 0.20 0.61
H 2.286534 -0.228685 -5.370658 0.99 -0.42 -0.16
C -4.231466 0.552315 -1.606658 2.58 0.49 -0.08
O -3.816466 0.871315 -0.325658 -1.11 2.61 0.90
H -3.319466 0.084315 -1.981658 -0.35 0.01 -1.51
H -4.578466 1.407315 -2.171658 0.24 0.32 -0.07
H -4.972466 -0.152685 -1.580658 -2.23 -1.96 -0.14
H -3.304466 0.147315 -0.007658 0.75 -1.32 0.95
C -1.579466 2.866315 3.044342 -1.25 -0.55 0.16
O -0.865466 1.668315 2.933342 -0.19 -1.17 -0.79
H -0.935466 3.695315 2.980342 0.81 1.27 0.12
H -2.016466 2.772315 4.035342 -0.31 0.71 0.15
H -2.432466 3.054315 2.321342 0.99 -0.75 0.36
H 0.064534 1.700315 2.648342 -0.08 0.35 0.18
C 0.406534 -2.578685 1.231342 0.48 -1.50 -1.04
O 0.871534 -2.033685 2.425342 -0.24 -1.57 0.47
H -0.678466 -2.764685 1.088342 0.51 1.20 0.24
H 0.789534 -3.588685 1.072342 0.38 -0.44 0.81
H 0.938534 -2.097685 0.409342 -0.82 0.65 -0.45
H 0.676534 -1.117685 2.381342 -0.03 1.79 0.24
C -1.792466 -0.533685 5.211342 -1.80 0.33 -0.43
O -2.400466 -1.150685 4.079342 0.46 -0.34 -0.86
H -2.099466 0.523315 5.183342 -0.31 -0.17 0.75
H -0.762466 -0.445685 4.988342 1.46 -0.53 0.77
H -2.161466 -1.099685 6.116342 0.95 0.86 -0.79
H -1.767466 -1.032685 3.338342 -0.89 -0.16 0.46
C -0.941466 -1.533685 -2.169658 -1.77 -0.29 1.79
O -0.814466 -2.751685 -1.439658 -1.30 0.37 -0.18
H -1.518466 -1.778685 -3.065658 -0.29 0.68 0.16
H -0.052466 -1.051685 -2.432658 1.76 0.19 -0.43
H -1.383466 -0.884685 -1.359658 -0.23 -0.21 -1.46
H 0.005534 -3.160685 -1.521658 2.15 -0.94 -0.33
```
Forces are in eV/Å.

=====

# 3
C21H30ClN3O3S | the ωB97M-V functional and the def2-TZVPD basis

Summary:
HOMO in Eh: -0.3164
LUMO in eV: 0.7
HOMO-LUMO gap in Ha: 0.343
F_max in eV/A: 0.1
Charge: 0
Energy relative to the best compared isomer or geometry (same formula, charge and spin) in eV: 0.036
Structure (SMILES): CC[C@H](C(=O)N[C@H]1CCCCN(C(=O)c2sc(C)cc2Cl)CC1)N1CCCC1=O

XYZ file:
```
59
Properties=species:S:1:pos:R:3:forces:R:3
C 3.448896 1.070752 3.678823 0.00 0.00 0.00
C 2.346509 0.587142 2.746871 0.00 0.00 0.00
C 2.359953 1.317881 1.401388 0.00 0.00 0.00
C 1.167350 0.910485 0.528743 0.01 0.00 0.00
O 0.241415 1.687829 0.342410 -0.01 0.00 0.00
N 1.206944 -0.341088 0.037717 0.00 0.00 0.00
C 0.125148 -0.860667 -0.785693 0.00 0.00 0.00
C 0.330076 -0.410611 -2.234190 0.00 0.00 0.00
C -0.799461 -0.702649 -3.227129 0.00 0.00 0.00
C -2.208285 -0.345903 -2.730178 0.00 0.00 0.00
C -3.005201 -1.508084 -2.136461 0.00 0.00 0.00
N -2.435368 -2.127657 -0.946977 -0.03 -0.03 -0.01
C -2.912703 -1.961912 0.311768 0.04 0.04 0.03
O -2.446869 -2.553309 1.270513 0.00 0.00 0.00
C -4.021273 -0.969914 0.495067 -0.02 -0.01 -0.06
S -3.713425 0.719217 0.587015 0.00 0.00 0.04
C -5.376316 1.084915 0.851536 0.00 0.00 0.00
C -5.831867 2.495949 1.048736 0.00 0.00 0.00
C -6.128086 -0.046804 0.866716 0.00 0.00 0.00
C -5.343643 -1.216360 0.662304 0.00 0.00 0.00
Cl -6.025220 -2.800887 0.597488 0.00 0.00 0.00
C -1.270961 -2.994777 -1.096720 0.00 0.00 0.00
C 0.021551 -2.365001 -0.562033 0.00 0.00 0.00
N 3.639616 1.214772 0.698369 0.00 0.00 0.00
C 4.419768 2.412934 0.409463 0.00 0.00 0.00
C 5.554668 1.891127 -0.475500 0.00 0.00 0.00
C 5.704215 0.434897 -0.037889 0.00 0.01 0.00
C 4.325708 0.067940 0.475195 0.01 0.00 -0.01
O 3.907159 -1.065794 0.664209 0.00 0.00 0.00
H 3.388942 0.567382 4.643410 0.00 0.00 0.00
H 4.437474 0.863106 3.263964 0.00 0.00 0.00
H 3.375307 2.146117 3.857353 0.00 0.00 0.00
H 2.435789 -0.486252 2.584834 0.00 0.00 0.00
H 1.365861 0.765432 3.194269 0.00 0.00 0.00
H 2.208501 2.381750 1.585701 0.00 0.00 0.00
H 2.029066 -0.906377 0.226563 0.00 0.00 0.00
H -0.781399 -0.386892 -0.405030 0.00 0.00 0.00
H 0.477175 0.672168 -2.196487 0.00 0.00 0.00
H 1.264806 -0.845196 -2.604024 0.00 0.00 0.00
H -0.587664 -0.121887 -4.127313 0.00 0.00 0.00
H -0.776413 -1.746854 -3.549253 0.00 0.00 0.00
H -2.155943 0.474145 -2.008141 0.00 0.00 0.00
H -2.802232 0.025546 -3.569425 0.00 0.00 0.00
H -4.011184 -1.170752 -1.892501 0.00 0.00 0.00
H -3.109420 -2.291963 -2.893742 0.00 0.00 0.00
H -6.913694 2.518311 1.171568 0.00 0.00 0.00
H -5.380056 2.939174 1.936885 0.00 0.00 0.00
H -5.573315 3.123130 0.194878 0.00 0.00 0.00
H -7.197255 -0.063767 1.019653 0.00 0.00 0.00
H -1.457980 -3.921525 -0.553401 0.00 0.00 0.00
H -1.188412 -3.239821 -2.153158 0.00 0.00 0.00
H 0.878585 -2.874328 -1.014718 0.00 0.00 0.00
H 0.065805 -2.541005 0.513151 0.00 0.00 0.00
H 3.800335 3.156978 -0.091768 0.00 0.00 0.00
H 4.795409 2.854277 1.339539 0.00 0.00 0.00
H 5.248836 1.933972 -1.521366 0.00 0.00 0.00
H 6.465332 2.475896 -0.365492 0.00 0.00 0.00
H 6.014532 -0.249712 -0.823433 0.00 0.00 0.00
H 6.402915 0.324525 0.795922 0.00 0.00 0.00
```
Forces are in eV/Å.